1.
4 unconnected molecules or ions with the total composition C15H30FO5P, computed with ωB97M-V with the def2-TZVPD basis set.

Structure (XYZ):
```
52
Properties=species:S:1:pos:R:3
C 2.547 -1.547 0.382
C 1.645 -0.345 0.301
O 1.773 0.612 1.018
O 0.711 -0.294 -0.675
C -0.071 -1.461 -0.987
C -1.537 -1.045 -0.962
C -1.916 -0.360 0.355
C -3.424 -0.375 0.630
P -4.170 -1.943 1.231
F -4.498 -2.676 -0.193
H 3.506 -1.240 -0.046
H 2.171 -2.408 -0.167
H 2.737 -1.799 1.425
H 0.221 -1.804 -1.985
H 0.095 -2.251 -0.250
H -1.700 -0.353 -1.798
H -2.162 -1.922 -1.148
H -1.575 0.680 0.322
H -1.366 -0.828 1.181
H -3.655 0.356 1.418
H -3.980 -0.050 -0.259
H -2.929 -2.591 1.482
C -4.279 -2.847 -3.342
C -4.604 -1.703 -4.267
O -3.868 -0.750 -4.382
C -5.899 -1.800 -5.039
H -3.333 -2.655 -2.848
H -5.060 -2.959 -2.590
H -4.208 -3.779 -3.907
H -6.740 -1.875 -4.348
H -5.894 -2.693 -5.666
H -6.020 -0.919 -5.664
C 5.662 1.801 0.924
C 6.193 0.398 1.086
O 5.446 -0.550 1.157
C 7.692 0.237 1.159
H 4.574 1.777 0.892
H 5.987 2.422 1.760
H 6.047 2.243 0.003
H 8.087 0.802 2.005
H 8.153 0.621 0.248
H 7.943 -0.815 1.277
C 0.257 4.919 2.708
C -0.433 3.676 3.222
O -1.589 3.699 3.578
C 0.391 2.416 3.250
H -0.435 5.758 2.729
H 1.125 5.148 3.327
H 0.602 4.756 1.685
H 1.267 2.550 3.887
H 0.726 2.164 2.243
H -0.215 1.599 3.638
```

## Properties
2S+1	1
E	-1406.97219	a.u.

2.
A molecular structure, C28H40BF4LiO12, computed with ωB97M-V with the def2-TZVPD basis set.

Structure (XYZ):
```
86
Properties=species:S:1:pos:R:3
Li 2.244 -2.787 -2.393
B 0.274 -1.501 -0.982
F -0.095 -1.997 -2.173
F -0.401 -2.144 0.140
F 1.677 -1.712 -0.877
F -0.019 -0.185 -0.976
C 0.463 -4.778 -4.119
O 1.584 -4.441 -3.419
H 0.092 -5.826 -3.981
H 0.535 -4.774 -5.243
H -0.282 -3.962 -4.037
H 2.083 -5.200 -3.419
C -2.282 -4.816 0.710
O -2.343 -4.586 -0.740
H -1.405 -5.103 1.206
H -3.026 -5.380 0.771
H -2.741 -3.924 1.099
H -2.231 -3.584 -1.106
C 3.747 -3.990 -0.344
O 4.120 -3.576 -1.565
H 2.796 -4.741 -0.531
H 3.552 -3.082 0.397
H 4.572 -4.622 -0.145
H 4.861 -3.164 -1.567
C -2.312 -1.284 3.109
O -3.002 -1.217 1.834
H -2.732 -2.023 3.816
H -2.403 -0.567 3.542
H -1.235 -1.679 3.091
H -2.442 -1.561 1.151
C 3.671 3.453 -4.291
C 3.537 2.630 -3.196
C 2.133 2.373 -2.702
C 1.056 2.925 -3.452
C 1.290 3.814 -4.511
C 2.619 4.061 -4.928
O 2.894 4.862 -5.960
O 1.962 1.414 -1.816
H 4.624 3.323 -4.705
H 4.405 2.084 -2.893
H -0.043 2.757 -3.148
H 0.480 4.379 -5.056
H 3.759 5.084 -6.116
H 1.169 1.024 -1.566
C 1.519 0.675 4.035
C 1.742 -0.043 2.916
C 3.059 -0.412 2.620
C 4.100 -0.379 3.568
C 3.851 0.371 4.739
C 2.501 0.843 5.076
O 2.123 1.544 6.122
O 3.365 -0.951 1.435
H 0.479 1.031 4.322
H 1.022 -0.008 2.154
H 5.155 -0.766 3.375
H 4.638 0.238 5.345
H 2.955 1.755 6.824
H 2.576 -0.632 0.846
C -3.330 0.524 -1.404
C -4.257 1.449 -1.034
C -5.608 1.030 -0.650
C -5.982 -0.287 -0.815
C -5.022 -1.336 -1.088
C -3.602 -0.910 -1.442
O -2.710 -1.817 -1.515
O -6.436 1.919 -0.257
H -2.419 0.763 -1.842
H -4.019 2.605 -1.089
H -7.037 -0.507 -0.477
H -5.355 -2.395 -1.176
H -1.818 -1.491 -1.497
H -6.166 2.740 -0.014
C -0.565 4.717 3.072
C -1.891 4.246 3.172
C -2.282 3.058 2.472
C -1.387 2.431 1.539
C -0.048 3.021 1.434
C 0.382 4.094 2.183
O 1.721 4.305 2.129
O -3.642 2.716 2.394
H -0.099 5.377 3.767
H -2.412 4.876 3.854
H -1.480 1.530 0.984
H 0.668 2.617 0.771
H 2.342 3.628 2.012
H -3.836 1.854 2.230
```

## Properties
2S+1	1
E	-2425.53809	a.u.

3.
A molecular structure, C11H8FNPdSSe4, computed with ωB97M-V with the def2-TZVPD basis set.

Structure (XYZ):
```
27
Properties=species:S:1:pos:R:3
Pd -0.070 0.414 0.030
Se 2.374 -0.682 -0.318
Se 4.502 -0.982 0.383
Se 2.651 -4.459 -0.027
Se 1.185 -2.713 -0.159
S -2.432 1.254 0.587
C -2.923 -0.362 0.273
C -4.266 -0.786 0.247
C -4.556 -2.116 0.051
C -3.516 -3.025 -0.135
C -2.224 -2.528 -0.136
N -1.926 -1.244 0.050
H -5.045 -0.050 0.389
H -5.588 -2.451 0.038
H -3.695 -4.081 -0.278
H -1.380 -3.186 -0.299
F 2.190 6.192 -0.062
C 1.730 4.899 -0.066
C 0.412 4.659 -0.384
C -0.044 3.344 -0.371
C 0.778 2.252 -0.059
C 2.110 2.569 0.241
C 2.594 3.875 0.247
H -0.245 5.485 -0.629
H -1.083 3.170 -0.620
H 2.821 1.789 0.482
H 3.628 4.091 0.489
```

## Properties
2S+1	1
net charge	-2
E	-10710.44639	a.u.

| no. | gap between HOMO and LUMO (eV) |
| --- | --- |
| 1 | 9.98 |
| 2 | 6.44 |
| 3 | 4.52 |